No. 1
ORCA calculation (ωB97M-V with the def2-TZVPD basis set) on a molecular structure, C14H30F6Na4O12S2 in a non-equilibrium geometry.

Geometry as XYZ:
```
68
Properties=species:S:1:pos:R:3:forces:R:3:nbo_charge:R:1
Na -3.480 4.559 2.743 0.462 -0.100 0.306 0.994
Na -6.312 0.642 2.766 0.246 -0.131 0.161 0.996
Na -2.324 -5.489 -1.199 -0.353 0.023 -0.555 0.988
Na 0.669 -2.306 3.933 -0.098 0.500 0.108 0.996
C -1.139 0.979 -1.992 -1.654 0.944 1.122 0.745
F -2.174 1.413 -2.767 0.898 -0.827 0.109 -0.327
F -0.402 0.062 -2.598 -0.119 0.784 -0.156 -0.296
F -0.445 2.104 -1.686 -0.002 -1.283 -0.278 -0.316
S -1.850 0.189 -0.402 1.449 -2.927 1.439 2.261
O -0.606 0.023 0.408 -1.654 0.564 -1.080 -1.013
O -2.860 1.048 0.201 0.175 0.532 -0.467 -1.021
O -2.407 -1.144 -0.790 0.607 1.875 -0.130 -1.025
C -3.084 1.276 8.172 1.753 0.050 -2.669 0.752
F -3.459 2.380 8.782 -0.658 -0.331 0.231 -0.294
F -2.036 0.752 8.758 0.844 -0.113 1.258 -0.311
F -3.990 0.314 8.108 -1.131 0.299 0.322 -0.319
S -2.454 1.658 6.390 2.848 1.133 -0.310 2.251
O -1.553 0.539 6.016 -1.725 0.383 0.440 -1.018
O -3.682 1.783 5.603 -0.482 -0.179 -0.435 -1.071
O -1.660 2.910 6.469 -1.722 -1.364 0.218 -0.980
C 2.955 3.725 8.323 0.286 -1.073 1.730 -0.241
O 3.384 3.768 7.022 -0.462 0.014 -1.541 -0.524
C 3.575 2.480 6.500 2.351 1.200 -2.586 -0.084
C 4.375 2.706 5.149 -2.431 -0.105 0.918 -0.072
O 3.503 3.471 4.280 1.312 -1.087 -0.935 -0.538
C 3.331 2.758 3.020 -0.443 0.424 1.895 -0.243
H 3.722 3.091 8.769 0.024 0.277 1.313 0.156
H 2.023 3.193 8.511 -0.459 -0.075 -0.497 0.162
H 2.850 4.693 8.813 0.425 0.100 -0.425 0.199
H 2.660 1.917 6.311 -0.156 0.027 0.245 0.169
H 4.371 1.901 6.967 -0.448 -0.301 1.386 0.160
H 4.586 1.712 4.756 -0.134 -0.159 -0.366 0.149
H 5.355 3.126 5.376 -0.230 0.723 -0.180 0.193
H 2.986 1.763 3.302 0.038 -0.423 -0.278 0.140
H 4.274 2.678 2.479 -0.205 0.244 -0.330 0.182
H 2.484 3.225 2.517 0.508 0.221 -0.369 0.194
C -4.909 -8.790 -1.599 0.329 0.956 -1.012 -0.257
O -4.914 -7.667 -2.562 0.897 -0.500 2.669 -0.581
C -4.764 -7.940 -3.931 -0.621 0.092 0.112 -0.078
C -5.021 -6.585 -4.618 -0.367 -2.346 -0.658 -0.088
O -4.056 -5.642 -4.256 -1.012 0.825 0.349 -0.550
C -4.596 -4.356 -4.543 0.846 1.255 1.020 -0.270
H -4.980 -8.362 -0.599 -0.644 0.197 -0.181 0.182
H -3.968 -9.336 -1.539 0.257 -0.068 -0.696 0.172
H -5.709 -9.497 -1.820 -0.105 0.125 0.108 0.198
H -5.527 -8.695 -4.124 -0.224 0.128 -0.924 0.185
H -3.813 -8.397 -4.203 0.385 0.208 0.145 0.172
H -6.058 -6.322 -4.407 0.073 0.525 0.568 0.184
H -5.021 -6.718 -5.700 0.245 -0.146 -0.275 0.184
H -3.905 -3.646 -4.089 0.646 0.177 -0.865 0.185
H -5.463 -4.025 -3.971 -0.761 -1.083 0.112 0.175
H -4.816 -4.161 -5.592 0.397 -0.187 -0.086 0.196
C 5.591 1.638 -5.245 0.440 1.478 -0.212 -0.252
O 6.126 2.905 -5.605 0.849 -0.594 -1.249 -0.542
C 5.398 4.046 -5.338 -1.006 0.726 -0.804 -0.082
C 3.842 3.877 -5.455 1.761 0.865 2.098 -0.090
O 3.427 3.531 -6.716 0.003 0.254 -1.681 -0.533
C 2.050 3.248 -6.804 -0.512 -0.240 0.468 -0.254
H 4.721 1.400 -5.857 -0.115 -0.171 0.038 0.172
H 5.324 1.745 -4.194 -0.014 -0.948 0.256 0.160
H 6.426 0.980 -5.485 -0.361 -0.371 0.505 0.204
H 5.679 4.854 -6.013 0.106 -0.386 -0.899 0.189
H 5.821 4.502 -4.443 -1.044 -0.224 1.092 0.175
H 3.447 4.838 -5.128 -0.386 0.243 -0.027 0.167
H 3.577 3.157 -4.680 -0.544 -0.392 -0.046 0.152
H 1.932 2.272 -6.333 -0.679 -0.052 0.116 0.165
H 1.580 3.241 -7.787 1.194 -0.375 -0.615 0.201
H 1.395 4.004 -6.371 0.304 0.185 0.962 0.167
```
Forces are in eV/Å.

Computed properties:
Molar mass in u: 660.5
Largest force on an atom in Eh/bohr: 0.0719
Net charge: +2
Orbital gap in Ha: 0.169
E_HOMO in eV: -11.52
Total energy in Ha: -3498.38304

=====

No. 2
ORCA calculation (ωB97M-V with the def2-TZVPD basis set) on a molecular structure, C14H30F7N3O8PbS2 in a non-equilibrium geometry.

Geometry as XYZ:
```
65
Properties=species:S:1:pos:R:3:forces:R:3:nbo_charge:R:1
Pb -4.490 10.786 10.098 -2.315 1.259 0.502 1.581
F -6.367 12.334 10.664 1.167 -0.751 -0.326 -0.904
C -0.553 8.094 10.736 -1.373 0.291 -0.535 0.779
F -0.228 8.374 9.462 0.140 -0.633 0.616 -0.312
F -0.207 6.874 11.123 0.478 0.989 -0.334 -0.281
F 0.004 9.049 11.470 0.535 -0.376 0.467 -0.312
S -2.452 8.285 11.015 0.911 0.711 -0.128 2.143
O -2.858 7.054 11.638 -0.332 0.961 -0.536 -0.863
O -2.557 9.522 11.784 -0.252 -0.891 -0.951 -0.949
N -3.047 8.630 9.429 1.537 -0.151 3.159 -1.212
S -3.038 7.245 8.738 -2.541 -5.244 -3.358 2.159
O -1.977 6.295 9.094 -1.075 1.717 -0.453 -0.912
O -4.417 6.665 8.666 2.820 1.320 -0.029 -0.939
C -2.666 7.647 6.831 0.126 -0.467 0.311 0.765
F -1.543 8.396 6.756 -0.926 0.062 -0.060 -0.327
F -2.444 6.566 6.062 -0.084 0.189 1.114 -0.310
F -3.731 8.250 6.258 0.761 0.455 0.522 -0.329
C -1.771 11.380 7.970 1.952 -0.914 -0.804 -0.247
O -2.450 11.797 9.083 -0.684 0.911 0.541 -0.599
C -1.649 12.482 10.016 -1.471 2.204 0.365 -0.070
C -2.627 13.276 10.993 1.579 -2.018 1.714 -0.248
N -3.267 12.235 11.892 -0.229 0.944 -0.826 -0.701
C -4.069 12.759 12.982 0.893 1.480 0.741 -0.231
C -3.153 13.021 14.199 -0.433 -2.034 0.369 -0.080
O -2.846 11.661 14.661 -0.185 0.390 0.318 -0.576
C -1.777 11.550 15.587 0.566 -0.256 -0.222 -0.256
H -1.374 12.194 7.363 -0.501 0.394 -0.259 0.173
H -2.331 10.653 7.381 -0.194 0.328 0.170 0.215
H -0.860 10.895 8.322 0.210 -0.574 -0.163 0.179
H -1.057 13.258 9.533 0.144 0.017 -0.420 0.184
H -0.939 11.802 10.487 -0.241 -0.113 0.516 0.199
H -3.331 14.020 10.619 -0.387 -0.829 -0.837 0.234
H -2.001 13.924 11.607 0.524 0.012 0.198 0.184
H -2.562 11.686 12.361 0.429 -0.349 -0.458 0.400
H -4.841 12.077 13.337 -0.056 0.015 -0.402 0.222
H -4.515 13.700 12.659 -0.357 -0.131 0.052 0.216
H -3.713 13.505 14.999 0.213 0.415 0.014 0.185
H -2.194 13.487 13.975 -0.166 0.492 -0.143 0.170
H -1.644 12.408 16.247 -0.105 0.311 -0.226 0.172
H -0.857 11.326 15.047 0.327 0.514 -0.188 0.170
H -1.832 10.689 16.253 -0.923 -0.153 -0.125 0.194
C -4.694 12.428 6.930 -1.900 -0.265 0.167 -0.274
O -5.064 11.176 7.603 0.714 1.303 -0.552 -0.605
C -6.095 10.442 6.958 -0.598 -1.135 -0.062 -0.059
C -6.399 9.139 7.806 1.620 1.934 -1.016 -0.245
N -6.644 9.645 9.156 1.226 -0.905 -1.026 -0.683
C -6.877 8.530 10.033 -2.175 -1.059 0.734 -0.253
C -7.006 8.946 11.530 -2.426 -1.704 -4.353 -0.075
O -5.753 9.398 11.760 1.120 0.843 1.516 -0.579
C -5.496 9.365 13.130 0.699 0.289 1.525 -0.259
H -4.431 13.239 7.608 1.398 -0.869 0.545 0.219
H -5.584 12.979 6.626 -0.718 -0.716 -0.735 0.192
H -4.091 12.236 6.043 0.350 0.155 0.380 0.194
H -5.787 10.170 5.948 0.103 -0.090 -0.127 0.183
H -6.980 11.072 6.864 -0.203 0.124 0.120 0.172
H -5.503 8.526 7.713 0.013 0.075 0.673 0.235
H -7.172 8.476 7.417 -0.550 0.411 -0.241 0.193
H -7.442 10.251 9.026 -0.248 0.254 0.939 0.392
H -6.199 7.679 9.967 1.034 0.753 -0.236 0.246
H -7.749 8.031 9.610 -0.922 -0.180 0.652 0.172
H -7.352 8.041 12.028 0.702 -0.134 0.701 0.187
H -7.860 9.622 11.568 0.448 0.912 0.611 0.193
H -4.557 9.842 13.409 0.311 -0.326 -0.542 0.217
H -5.496 8.313 13.416 0.050 0.061 0.482 0.188
H -6.220 9.951 13.696 -0.530 -0.225 -0.060 0.181
```
Forces are in eV/Å.

Computed properties:
Molar mass in u: 772.7
Largest force on an atom in Eh/bohr: 0.1308
ΔE to the lowest compared entry with this formula, charge and spin in kJ/mol: 0.00
Orbital gap in Ha: 0.323
E_HOMO in eV: -8.36
Total energy in Ha: -3005.75102

=====

No. 3
ORCA calculation (ωB97M-V with the def2-TZVPD basis set) on 3 unconnected molecules or ions with the total composition C14H30FN3O9S2 in a non-equilibrium geometry.

Geometry as XYZ:
```
59
Properties=species:S:1:pos:R:3:forces:R:3:nbo_charge:R:1
C -2.833 3.736 -1.512 0.683 -1.303 0.470 -0.738
C -4.050 2.637 -1.665 -6.220 1.972 2.637 0.767
O -5.227 2.967 -1.075 7.671 -2.544 -4.127 -0.551
O -3.990 1.372 -2.414 1.786 2.566 1.785 -0.517
C -2.639 0.792 -2.431 1.187 -0.518 1.020 -0.091
C -2.721 -0.875 -2.477 -0.725 1.819 -1.423 -0.271
N -2.671 -1.333 -1.036 -0.130 -3.004 -1.545 -0.589
C -1.332 -1.922 -0.650 2.070 0.226 1.572 -0.290
C -0.586 -0.761 0.296 0.025 0.474 0.100 -0.421
C 0.854 -0.273 -0.349 0.248 0.263 0.666 -0.438
C 0.731 0.306 -1.890 -1.378 0.192 0.406 -0.634
S 2.450 0.551 -2.619 5.512 -4.500 -1.913 2.086
O 3.604 0.065 -1.664 -4.691 3.125 -2.470 -0.871
O 2.579 -0.302 -3.907 -1.584 3.576 3.814 -0.881
O 2.697 2.222 -3.015 -2.066 -2.679 0.011 -0.816
S -4.019 -2.353 -0.596 -5.224 3.071 6.511 2.226
O -5.290 -1.418 -0.613 5.037 -3.988 -1.789 -0.807
O -3.868 -2.778 0.916 0.684 0.491 -6.613 -0.831
F -4.242 -3.704 -1.631 0.823 2.473 1.670 -0.465
H -2.343 4.046 -2.535 -1.236 -0.607 1.950 0.243
H -1.975 3.184 -0.896 -1.735 1.283 -1.244 0.229
H -3.200 4.659 -0.864 0.551 -2.238 -1.692 0.281
H -2.129 1.040 -1.387 -0.958 -0.564 -2.268 0.193
H -1.933 1.231 -3.276 -1.751 -0.921 1.421 0.189
H -3.722 -1.192 -3.012 1.932 0.727 1.237 0.270
H -1.836 -1.253 -3.147 -1.627 0.450 1.588 0.217
H -0.624 -2.166 -1.559 -1.746 0.495 1.560 0.204
H -1.388 -2.893 0.007 -0.350 1.896 -1.232 0.307
H -0.380 -1.187 1.380 -0.338 0.745 -2.375 0.258
H -1.330 0.158 0.460 1.622 -2.039 -0.516 0.219
H 1.584 -1.200 -0.251 -1.402 2.069 -0.683 0.255
H 1.340 0.613 0.286 -1.163 -2.030 -1.264 0.252
H 0.151 1.344 -1.955 1.468 -2.121 0.394 0.255
H 0.160 -0.422 -2.628 1.638 1.420 1.427 0.264
H 1.969 2.394 -3.694 1.342 -0.153 0.990 0.496
C -0.790 -4.681 5.675 0.457 -0.070 -0.010 -0.412
N -0.509 -4.523 4.268 -0.293 0.148 -0.639 -0.615
C -1.384 -4.256 3.256 0.430 -0.006 -0.405 0.686
C -2.839 -4.099 3.598 -0.250 0.009 -0.185 -0.733
O -0.969 -4.153 2.104 -0.043 0.075 0.244 -0.662
H -0.211 -3.932 6.222 -0.191 -0.105 0.252 0.197
H -0.458 -5.678 5.976 -0.166 0.081 0.277 0.198
H -1.849 -4.564 5.906 0.186 -0.005 -0.152 0.216
H 0.451 -4.614 3.955 -0.260 0.010 0.108 0.400
H -3.406 -3.890 2.686 0.324 -0.085 0.249 0.275
H -3.224 -5.022 4.038 -0.007 0.152 0.155 0.225
H -2.975 -3.261 4.287 -0.076 -0.170 0.082 0.226
C 6.316 2.667 -0.564 -0.226 -0.399 -0.157 -0.411
N 4.911 2.931 -0.363 -0.447 0.724 0.354 -0.616
C 4.325 4.058 0.134 -0.624 -0.603 -0.214 0.674
C 5.212 5.201 0.539 -0.027 0.294 0.115 -0.720
O 3.102 4.113 0.238 0.345 0.080 0.012 -0.652
H 6.471 2.453 -1.625 0.298 0.000 0.100 0.202
H 6.581 1.784 0.022 0.293 0.088 -0.105 0.200
H 6.945 3.506 -0.265 -0.192 -0.092 -0.023 0.207
H 4.245 2.208 -0.612 0.244 0.009 -0.014 0.415
H 4.597 6.024 0.915 0.040 -0.290 -0.119 0.244
H 5.890 4.886 1.337 0.102 0.084 -0.167 0.227
H 5.779 5.561 -0.323 0.126 -0.052 0.166 0.227
```
Forces are in eV/Å.

Computed properties:
Molar mass in u: 467.5
Largest force on an atom in Eh/bohr: 0.1765
ΔE to the lowest compared entry with this formula, charge and spin in kJ/mol: 720.79
Orbital gap in Ha: 0.311
SMILES: CC(=O)OCCN(CCCCS(=O)(=O)O)S(=O)(=O)F.CNC(C)=O.CNC(C)=O
E_HOMO in eV: -9.36
Total energy in Ha: -2288.81037

=====

No. 4
ORCA calculation (ωB97M-V with the def2-TZVPD basis set) on a molecular structure, C14H30N2NdO8 in a non-equilibrium geometry.

Geometry as XYZ:
```
55
Properties=species:S:1:pos:R:3:forces:R:3:mulliken_spin:R:1
Nd -0.134 -0.075 0.341 -0.129 0.334 -0.207 3.020
C 2.887 -1.349 0.858 0.751 0.477 -0.541 0.001
C 2.151 -2.636 0.631 0.366 -0.807 -0.668 0.000
O 0.749 -2.398 0.853 0.602 0.580 -0.410 -0.005
C -0.037 -3.469 0.342 -1.149 0.490 -0.670 0.000
C -1.431 -3.185 0.864 -1.292 -1.802 0.311 0.000
O -1.859 -1.791 0.864 1.155 -0.338 0.857 -0.004
C -2.567 -1.573 2.115 -1.052 -0.832 -0.020 0.001
C -2.953 -0.139 2.154 -0.162 1.000 -0.022 0.001
O -1.699 0.668 2.089 -0.205 -0.510 0.300 -0.003
C -1.758 2.037 2.586 0.166 -0.080 -0.877 0.003
C -0.376 2.640 2.498 0.645 -1.145 -0.457 -0.001
O 0.142 2.302 1.149 -0.340 1.118 0.756 -0.002
C 0.638 3.528 0.532 0.865 -1.062 -0.286 0.000
C 0.905 3.194 -0.935 -0.495 -0.828 -0.532 0.001
O 1.122 1.750 -1.230 -0.550 0.957 1.275 -0.003
C 2.459 1.373 -1.566 0.087 0.553 -0.183 0.002
C 3.162 0.697 -0.413 -1.131 0.345 0.603 0.000
O 2.210 -0.345 -0.003 1.177 -0.299 1.022 -0.003
H 3.949 -1.389 0.525 -0.788 -0.404 0.116 0.000
H 2.961 -1.029 1.919 -0.587 -0.007 -0.520 0.000
H 2.473 -3.381 1.365 0.155 -0.059 -0.192 0.000
H 2.283 -3.057 -0.423 -0.019 0.698 1.324 0.000
H 0.295 -4.424 0.744 0.046 -0.064 0.030 0.000
H -0.030 -3.523 -0.774 0.334 0.295 0.778 0.000
H -1.484 -3.552 1.925 0.018 0.343 -1.027 0.000
H -2.180 -3.756 0.257 0.594 0.384 0.599 0.000
H -1.969 -1.848 3.018 -0.209 0.095 -0.853 0.000
H -3.492 -2.234 2.058 0.991 0.932 0.396 0.000
H -3.516 0.052 3.091 0.362 0.206 -0.615 0.000
H -3.539 0.123 1.249 0.046 -0.024 0.682 0.000
H -2.047 2.052 3.612 -0.604 -0.083 0.761 0.000
H -2.462 2.585 1.947 0.041 0.001 0.310 0.000
H 0.349 2.266 3.253 -0.552 -0.002 -0.444 0.000
H -0.399 3.713 2.585 -0.261 0.324 0.198 0.000
H 1.526 3.850 1.069 0.113 0.006 0.093 0.000
H -0.109 4.326 0.568 -0.009 -0.152 0.112 0.000
H 1.739 3.782 -1.368 -0.723 -0.203 0.156 0.000
H -0.066 3.391 -1.413 0.789 0.300 -0.525 0.000
H 2.932 2.272 -1.941 0.678 -0.109 0.030 0.000
H 2.351 0.690 -2.392 0.155 -0.415 -0.327 -0.001
H 3.334 1.352 0.471 0.070 -0.293 -0.676 0.000
H 4.064 0.183 -0.710 0.376 0.216 -0.225 -0.001
C -0.008 -2.034 -4.076 -0.264 0.864 -1.181 0.000
O -0.526 -0.627 -3.939 0.068 -0.576 1.559 -0.001
C -0.815 -0.302 -2.696 0.322 -2.811 0.235 0.000
O -0.605 -1.101 -1.694 -0.079 2.084 -1.405 -0.001
N -1.460 0.846 -2.574 0.034 1.336 0.006 0.000
N -1.734 1.361 -1.270 -1.898 0.802 -0.101 0.000
H -0.156 -2.259 -5.154 0.057 0.035 0.936 0.000
H -0.546 -2.671 -3.393 -0.246 -0.183 -0.190 0.000
H 1.037 -2.002 -3.821 0.368 -0.065 -0.031 0.000
H -1.402 1.460 -3.390 -0.488 -0.022 0.376 0.000
H -2.801 1.246 -1.094 2.157 0.332 -0.522 0.000
H -1.555 2.412 -1.265 -0.355 -1.931 -0.115 0.001
```
Forces are in eV/Å.

Computed properties:
Molar mass in u: 498.6
Spin multiplicity: 4
Largest force on an atom in Eh/bohr: 0.0552
ΔE to the lowest compared entry with this formula, charge and spin in kJ/mol: 28.16
Net charge: +3
Orbital gap (spin up / spin down) in Ha: 0.382 / 0.426
E_HOMO (spin up / spin down) in eV: -19.87 / -19.88
Total energy in Ha: -1823.38305